Molecular formula: C29H38AsMnN6O6
Method: DFT, ωB97M-V with the def2-TZVPD basis set

The geometry in XYZ format:
```
81
Properties=species:S:1:pos:R:3:forces:R:3
C 0.951165 -4.340998 0.800322 0.070 -0.038 -0.011
C -0.445310 4.829727 -3.319460 -0.005 -0.001 -0.007
H 4.819888 0.200546 -0.868954 -0.009 -0.011 0.019
H -2.966074 0.252994 1.544082 0.003 0.000 0.000
C -3.588719 -0.525228 3.451305 0.003 0.003 0.002
C -0.882194 -0.623040 4.070943 -0.001 0.008 -0.001
H -4.766453 2.895374 -4.804834 -0.001 0.000 0.000
C 3.309170 -3.714630 1.347386 0.007 -0.015 -0.005
C -0.597928 1.867583 -2.990423 0.021 -0.010 -0.011
H -0.908451 2.890962 0.018721 -0.004 0.014 -0.003
H -3.913781 -1.301209 5.427820 0.000 0.001 0.000
N 0.013837 -4.256507 -0.184513 -0.018 0.018 -0.001
C 4.272506 -2.736005 1.515518 -0.013 0.007 -0.019
N -0.666489 0.263542 0.649361 0.023 -0.028 0.102
H -0.558387 4.597467 -0.071093 -0.001 0.003 -0.004
N 3.764371 1.792469 1.263214 0.013 -0.055 0.167
C -2.785624 1.305080 -1.906676 0.008 -0.008 0.004
H -1.500593 -1.377916 5.972303 -0.001 0.001 0.001
H -3.057426 -5.047657 1.075728 0.000 0.003 0.000
C 2.105407 3.463193 1.848091 -0.023 -0.041 0.048
H 1.221413 -3.240502 -1.542379 0.003 0.003 0.007
C 4.725216 1.996804 0.364631 -0.001 -0.004 -0.014
C 2.073707 -3.345283 0.831944 -0.019 0.005 0.002
H 4.659843 -0.610199 1.387724 -0.004 0.021 -0.015
C 0.220542 -3.662767 -1.502280 -0.001 0.010 0.011
H -4.691383 0.886521 -1.027506 0.000 -0.001 0.001
H 3.484441 -4.744622 1.628800 -0.002 0.000 0.002
H -0.209012 1.010607 -2.440531 -0.010 0.001 -0.006
H -1.532606 4.771423 -3.382788 -0.001 0.003 0.001
C -2.089004 1.861966 -2.981583 -0.012 0.008 -0.005
C -4.895009 1.896190 -2.910250 -0.001 0.000 0.002
C -1.187760 -5.069507 -0.009543 0.004 0.000 -0.006
H 0.194788 -4.473124 -2.240666 0.001 0.001 -0.001
H 4.236762 3.644178 2.185826 0.000 0.005 0.007
H -1.642223 -5.193046 -0.993757 -0.002 0.000 0.003
O 5.717882 2.732141 0.432649 -0.010 0.005 0.001
C -2.827688 2.429207 -4.019731 0.008 0.000 0.000
H -0.208715 1.839095 -4.011011 0.000 0.004 -0.003
H 5.017454 1.725218 -1.738201 -0.001 -0.004 -0.004
C -0.819138 -2.612065 -1.867727 0.000 -0.008 0.005
C -2.169148 -4.424028 0.958973 -0.005 -0.003 0.008
C -4.215291 2.448590 -3.986015 -0.004 0.000 -0.001
O 0.865608 -5.163913 1.702472 -0.029 0.019 0.007
N -0.308243 0.195573 1.875284 -0.020 -0.005 -0.073
H -0.895178 -6.055246 0.353709 0.002 0.001 0.000
H -1.952315 3.942624 -1.000504 -0.001 0.002 0.000
C -1.306457 -0.182497 2.827990 -0.003 0.017 0.016
O 0.926350 0.311505 2.282553 0.065 0.082 -0.008
H -2.304367 2.857462 -4.867442 0.000 0.001 -0.001
H -2.479329 -3.439611 0.605028 0.003 -0.005 -0.010
H -1.705539 -4.303142 1.937815 0.001 -0.008 -0.004
C -3.180006 -0.986035 4.697130 0.003 0.003 0.000
N 3.004355 1.202464 -1.179279 0.007 0.048 0.018
H -0.619828 -2.225583 -2.868605 -0.005 0.001 0.001
C 3.962924 -1.419453 1.207635 0.026 -0.001 0.024
H -4.643029 -0.474038 3.210490 0.001 0.000 0.001
H 3.418173 2.481654 3.235146 -0.005 -0.006 -0.006
Mn 2.083405 0.922340 0.686389 -0.032 -0.148 -0.188
C -2.658588 -0.117058 2.510753 0.001 -0.005 -0.001
C -0.939488 3.752364 -0.642882 -0.003 -0.003 0.003
H -1.824441 -3.037104 -1.870734 0.002 0.006 -0.003
C 1.858954 -2.010329 0.536939 0.031 -0.044 -0.019
H -0.165489 5.803121 -2.915823 -0.004 0.002 0.000
C -4.171332 1.322474 -1.872390 0.005 0.004 -0.005
H -5.977334 1.910814 -2.880878 -0.001 0.000 -0.001
H 0.904119 -1.674608 0.161914 -0.027 0.030 0.003
H -2.225113 0.862217 -1.091207 -0.015 0.005 -0.008
H 2.749095 0.523432 -1.887301 0.012 0.019 -0.025
O 1.417730 2.781857 0.995001 0.028 0.067 -0.030
C 3.482434 2.856746 2.209003 -0.014 0.007 -0.035
O 1.749930 4.515233 2.371282 0.009 0.008 -0.006
O 0.300447 0.487747 -0.161294 0.010 -0.043 0.049
H 0.176275 -0.637124 4.282735 0.000 0.001 -0.001
As 0.282014 3.441396 -2.127484 -0.028 -0.022 -0.002
H 5.249367 -2.973289 1.913809 0.000 0.000 0.001
C -1.828223 -1.028490 5.001622 -0.002 0.003 -0.001
N 2.772313 -1.052488 0.724907 -0.062 0.044 -0.010
C 4.459916 1.229188 -0.941839 0.019 -0.005 0.003
H 2.682507 2.112310 -1.503842 -0.012 -0.002 0.008
H -0.015634 4.735302 -4.317736 0.000 0.000 0.000
H -0.809969 -1.770360 -1.175783 0.021 0.030 0.027
```
Forces are in eV/Å.

Computed properties:
multiplicity: 2
energy above the lowest of the compared OMol25 structures with the same formula, charge and spin: 12.9 kJ/mol
⟨S²⟩: 0.7756
gap between HOMO and LUMO (spin up / spin down): 6.52 / 5.97 eV
charge: -1
total energy: -144075.4274 eV